Formula: C32H33HfN6O5P
Source: the Open Molecules 2025 dataset
Level of theory: ωB97M-V with the def2-TZVPD basis set

Values from the calculation:
Gap between HOMO and LUMO: 5.7 eV
Max |F|: 0.4 eV/Å
ΔE to the lowest compared entry with this formula, charge and spin: 0.0 kcal/mol
Lowest unoccupied orbital energy: -13.3 eV
Multiplicity: 1
E_HOMO: -19.02 eV
Charge: +4
DFT total energy: -63456.244 eV

Last column: Löwdin charge in e.
Positions of all 78 atoms, in Å:
Hf: 0.378390 -0.036543 -0.155980  1.806
O: -3.136525 1.526445 1.733171  0.290
C: -2.051104 1.328577 1.087705  -0.383
O: -1.538778 0.207755 0.864902  -0.038
C: -1.361394 2.545170 0.554473  -0.138
C: -1.658638 3.873873 0.821222  0.121
C: -0.810766 4.839631 0.274117  0.084
C: 0.291220 4.457668 -0.500299  0.105
C: 0.478822 3.101853 -0.719714  -0.130
N: -0.330159 2.180704 -0.198823  0.043
C: 1.577164 2.407819 -1.479840  -0.342
O: 2.531652 2.985099 -2.095170  0.307
O: 1.540665 1.148978 -1.483276  -0.060
H: -3.552180 0.709933 2.075424  0.204
H: -2.508529 4.151666 1.431638  0.161
H: -0.997620 5.890823 0.456981  0.157
H: 0.952932 5.213463 -0.904035  0.151
H: 2.517362 3.958964 -2.107223  0.186
O: 0.909644 1.208739 2.167040  -0.050
N: 1.074537 -0.182022 1.939949  -0.181
C: 1.465351 -0.919749 2.929804  -0.009
C: 1.775452 -2.314884 2.892370  -0.195
C: 2.039184 -2.873680 4.153844  0.033
C: 2.391320 -4.210103 4.284120  0.011
C: 2.504816 -4.980316 3.144845  0.028
C: 2.262556 -4.433972 1.875588  -0.036
C: 1.884169 -3.113846 1.722378  -0.261
P: 1.796199 -2.436213 0.025180  1.039
C: 3.481977 -1.907258 -0.338112  -0.366
C: 4.480206 -2.807330 -0.718740  -0.060
C: 5.785046 -2.367616 -0.873569  -0.013
C: 6.116265 -1.039202 -0.639089  -0.010
C: 5.138128 -0.139250 -0.233869  -0.042
C: 3.832380 -0.579715 -0.082618  -0.137
C: 1.324759 -3.805290 -1.054325  -0.411
C: 0.302320 -4.679755 -0.657247  -0.121
C: -0.103819 -5.701892 -1.500475  -0.029
C: 0.501384 -5.861132 -2.742747  -0.023
C: 1.494657 -4.983040 -3.153641  -0.034
C: 1.901820 -3.949585 -2.319777  -0.105
H: 1.440199 1.489574 2.927205  0.140
H: 1.580154 -0.420225 3.892733  0.163
H: 1.965969 -2.250834 5.036549  0.136
H: 2.593358 -4.631183 5.259114  0.141
H: 2.798858 -6.019217 3.222139  0.142
H: 2.394090 -5.073961 1.015489  0.121
H: 4.258663 -3.853093 -0.884859  0.119
H: 6.553046 -3.070146 -1.168049  0.134
H: 7.139404 -0.709390 -0.757792  0.134
H: 5.396214 0.888966 -0.021110  0.121
H: 3.107835 0.140605 0.302369  0.055
H: -0.166839 -4.584815 0.314914  0.119
H: -0.882393 -6.382158 -1.182726  0.131
H: 0.195256 -6.672211 -3.390102  0.134
H: 1.965136 -5.106524 -4.119524  0.132
H: 2.678209 -3.277348 -2.661726  0.112
C: -1.969795 0.304557 -2.341915  -0.154
N: -0.895513 -0.709178 -1.817621  -0.203
C: -1.708713 -2.008767 -1.492256  -0.150
N: -2.460619 -2.460560 -2.604748  -0.062
C: -3.425479 -1.440968 -3.013921  -0.105
N: -2.711694 -0.224860 -3.422794  -0.066
C: -1.831848 -0.543510 -4.553012  -0.104
N: -0.858335 -1.557788 -4.142846  -0.061
C: -0.044550 -1.043143 -3.106375  -0.142
C: -1.560705 -2.771341 -3.718045  -0.098
H: -1.427278 1.202445 -2.650962  0.129
H: -2.629901 0.515981 -1.497281  0.122
H: -2.367860 -1.753608 -0.658714  0.129
H: -0.976992 -2.763690 -1.197538  0.086
H: -4.099480 -1.214474 -2.185907  0.145
H: -4.014314 -1.806275 -3.852842  0.153
H: -1.311534 0.357284 -4.882253  0.145
H: -2.432810 -0.922699 -5.377088  0.153
H: 0.423275 -0.108441 -3.419954  0.125
H: 0.711305 -1.771315 -2.800475  0.102
H: -0.836142 -3.525438 -3.403015  0.118
H: -2.138799 -3.156436 -4.555973  0.155

Atomic forces in eV per Å
Hf -0.3 0.1 -0.3
O 0.2 -0.1 0.0
C -0.1 0.2 0.0
O 0.2 0.1 0.0
C 0.0 -0.1 0.1
C 0.1 0.0 -0.2
C 0.1 -0.1 0.0
C -0.3 -0.1 0.0
C 0.2 0.0 -0.1
N 0.0 0.1 0.1
C -0.1 0.0 0.0
O -0.1 -0.1 0.0
O 0.1 0.1 0.4
H -0.1 0.0 0.1
H 0.0 0.0 0.0
H 0.0 0.0 0.0
H 0.0 0.0 0.0
H 0.0 0.1 0.0
O -0.3 -0.1 -0.2
N 0.1 -0.2 -0.1
C 0.0 0.0 0.0
C 0.0 0.0 0.0
C 0.0 -0.1 -0.1
C 0.0 0.1 0.0
C 0.0 0.0 0.0
C 0.0 0.1 0.0
C 0.0 -0.1 0.1
P 0.0 0.0 -0.1
C 0.1 0.0 0.1
C 0.0 0.0 0.0
C 0.0 0.0 0.0
C 0.0 0.1 0.0
C 0.0 -0.1 0.0
C 0.1 0.1 0.0
C -0.1 0.0 -0.1
C 0.1 0.0 0.0
C 0.0 0.0 0.0
C 0.0 0.0 0.0
C 0.0 0.0 0.0
C 0.0 0.0 0.0
H 0.3 0.1 0.1
H 0.0 0.0 0.0
H 0.0 0.0 0.0
H 0.0 0.0 0.0
H 0.0 0.0 0.0
H 0.0 0.0 -0.1
H -0.1 0.0 0.0
H 0.0 0.0 0.0
H 0.0 0.0 0.0
H 0.0 0.0 0.0
H 0.0 -0.1 0.0
H 0.0 0.0 0.0
H 0.0 0.0 0.0
H 0.0 0.0 0.0
H 0.0 0.0 0.0
H 0.0 0.0 0.0
C 0.2 0.0 0.2
N 0.0 -0.2 -0.1
C 0.1 0.1 0.1
N 0.0 -0.1 0.1
C 0.0 0.0 0.0
N -0.1 0.1 0.0
C 0.0 0.0 0.0
N 0.1 0.1 -0.1
C 0.1 -0.1 0.2
C 0.0 -0.1 0.0
H -0.1 0.0 0.0
H 0.0 0.0 -0.1
H 0.0 0.0 0.0
H -0.1 0.1 0.0
H 0.0 0.0 0.0
H 0.0 0.0 0.0
H 0.0 0.0 0.0
H 0.0 0.0 0.0
H 0.0 0.0 0.0
H -0.1 0.0 -0.1
H -0.1 0.0 0.0
H 0.0 0.0 0.0